This record from the Open Molecules 2025 dataset describes a structure of composition C3H12FNO7V in a non-equilibrium geometry. The level of theory is wB97M-V/def2-TZVPD.

Each line ends with the Mulliken spin population.
Cartesian coordinates (Å):
V: 1.148 -1.140 2.194  1.06
F: 0.110 -0.471 0.973  0.01
O: 1.904 1.948 3.473  0.01
O: -0.647 2.265 0.208  0.00
O: 0.338 1.307 2.206  0.02
O: 2.279 -1.310 1.185  -0.13
O: -2.652 0.519 -0.331  0.00
O: 0.829 -1.022 -1.209  0.00
O: 1.987 0.078 2.630  0.05
N: 1.380 1.094 2.790  -0.02
C: -1.778 -0.208 -1.146  -0.01
C: 0.253 -2.353 -1.334  0.00
C: 0.342 1.490 -0.460  0.00
H: -0.345 3.175 0.161  0.00
H: -1.395 0.351 -2.000  0.00
H: -0.891 -0.550 -0.613  0.00
H: -2.260 -1.121 -1.497  0.00
H: -0.046 0.794 -1.203  0.00
H: 0.579 -0.576 -0.397  0.00
H: 1.018 2.186 -0.957  0.00
H: -3.479 0.658 -0.800  0.00
H: 0.756 -2.865 -2.155  0.00
H: 0.410 -2.772 -0.340  0.00
H: -0.800 -2.399 -1.612  0.00
H: 0.960 0.921 0.234  0.00

Multiplicity: 2
E_tot: -1746.359933 a.u.
Largest force on an atom: 13.556 eV/Å
HOMO-LUMO gap (spin up / spin down): 7.434 / 7.145 eV
HOMO level (spin up / spin down): -9.10 / -9.11 eV